DFT (wB97M-V/def2-TZVPD) results for a structure of composition C4H10N2OS in a non-equilibrium geometry.

Last column: natural (NBO) charge in e.
Atoms and positions in Å:
C (0.40, 2.28, -0.20)  -0.2233
C (-0.16, 0.05, 0.31)  0.0316
C (-1.33, -0.86, 0.93)  -0.5136
C (0.91, -0.92, -0.60)  0.3421
H (0.59, 2.52, 0.85)  0.1769
H (-0.06, 3.09, -0.60)  0.1890
H (1.60, 2.10, -0.68)  0.1735
H (0.43, 0.50, 1.29)  0.1683
H (-1.53, -0.54, 2.00)  0.2299
H (-0.69, -2.01, 0.84)  0.2517
H (-2.43, 0.76, -0.54)  0.1853
H (1.63, -3.05, -0.31)  0.4542
H (2.03, -1.53, 1.44)  0.4056
H (-0.46, -0.16, -1.81)  0.3758
N (1.66, -1.83, 0.04)  -0.8620
N (0.51, -0.85, -1.93)  -0.7070
O (-0.47, 1.18, -0.47)  -0.5734
S (-2.62, -0.73, -0.58)  -0.1047

## Properties
- ΔE to the lowest compared entry with this formula, charge and spin: 211.6 kcal per mole
- 2S+1: 1
- Electronic energy: -20164.7469 eV
- Largest force on an atom: 0.1371 hartree/bohr
- Charge: 0
- HOMO-LUMO gap: 8.16 eV
- LUMO: -0.4 eV
- Highest occupied orbital energy: -8.59 eV